(1)
71
Properties=species:S:1:pos:R:3:forces:R:3:lowdin_charge:R:1 method="wB97M-V/def2-TZVPD" spin_multiplicity=1 max_force_ha_per_bohr=0.05320 gap_ev=7.2 total_charge=+1
O -1.803 0.895 1.826 -0.1 -1.3 0.6 0.2190
C -1.955 0.025 2.624 0.3 1.9 -0.7 -0.5199
F -1.963 0.255 3.908 -0.1 -0.5 0.3 0.2098
N -2.162 -1.389 2.338 0.5 0.5 -0.2 -0.0273
C -3.358 -1.620 1.557 -1.5 -2.3 0.3 -0.5296
O -4.037 -2.587 1.697 1.1 1.1 -0.1 0.2347
F -3.597 -0.712 0.648 0.1 0.5 0.1 0.1876
P -0.794 -2.138 1.653 -0.6 0.5 -1.4 1.2458
C -0.750 -1.789 -0.122 0.2 -0.5 0.2 -0.2754
C 0.017 -2.917 -0.837 -0.3 0.9 0.1 -0.5187
S 0.839 -2.333 -2.345 0.7 -0.2 0.0 1.0345
C 1.241 -0.660 -1.970 -1.1 -1.2 -0.6 -0.7388
N 0.469 0.243 -2.447 -0.3 0.5 0.0 0.0746
N 0.970 1.428 -1.972 -1.6 1.6 -1.1 0.0918
C 1.979 1.183 -1.278 0.9 -1.0 0.7 -0.1443
O 2.217 -0.171 -1.217 1.1 -0.1 0.7 0.0488
C 0.720 -1.298 2.387 0.6 -0.7 0.2 -0.5217
F 0.537 -1.125 3.690 -0.4 -0.1 0.8 0.1553
F 0.918 -0.112 1.842 -0.2 0.6 -0.7 0.1611
C 2.031 -2.121 2.221 0.5 0.9 0.9 -0.6373
F 2.392 -2.236 0.968 -0.2 -0.5 -0.8 0.2133
F 1.912 -3.282 2.827 -0.4 -0.9 -0.2 0.2056
F 2.968 -1.437 2.849 0.4 0.4 0.3 0.2165
H -0.749 -3.526 1.878 -0.2 0.2 0.3 0.1232
H -0.294 -0.801 -0.218 -0.1 0.0 0.0 0.0844
H -1.753 -1.719 -0.539 -0.1 0.1 0.2 0.1127
H -0.712 -3.643 -1.173 0.0 -0.2 -0.1 0.0815
H 0.690 -3.465 -0.198 0.3 0.1 0.1 0.0162
H 2.601 1.862 -0.734 0.3 0.1 0.1 0.1394
O -0.035 4.313 -2.433 0.7 -0.2 -0.2 0.0735
C 0.446 5.124 -1.697 0.0 0.6 0.1 -0.5201
O 1.392 4.731 -0.809 0.2 -0.4 -0.1 -0.0205
C 2.147 5.651 -0.013 0.0 0.2 0.2 -0.2369
C 1.404 6.043 1.247 -0.2 0.0 0.0 -0.0626
C -0.035 6.556 -1.677 0.5 0.2 -0.2 0.0280
H 2.449 6.516 -0.604 -0.1 0.0 0.0 0.1165
H 3.062 5.123 0.253 0.0 -0.1 -0.1 0.1188
H 0.471 6.559 1.020 0.0 0.1 0.0 0.0696
H 2.018 6.699 1.865 0.0 0.0 0.0 0.0848
H 1.147 5.155 1.826 0.1 0.0 0.0 0.0789
H -0.936 6.617 -1.068 0.0 0.0 0.0 0.0929
H -0.275 6.847 -2.697 -0.2 -0.1 0.0 0.1023
H 0.699 7.269 -1.308 -0.1 0.0 0.1 0.0727
O 0.754 -5.460 -0.541 0.1 -0.4 0.2 0.0409
C 1.746 -6.156 -0.523 0.2 0.0 -0.3 -0.5050
O 2.224 -6.555 0.653 -0.3 0.0 0.3 0.0109
C 3.285 -7.515 0.800 0.4 -0.1 0.0 -0.2149
C 4.647 -6.864 0.693 -0.1 0.2 -0.1 -0.0576
C 2.481 -6.498 -1.791 -0.2 -0.4 -0.1 0.0298
H 3.157 -8.339 0.098 0.0 0.1 -0.1 0.1188
H 3.158 -7.935 1.796 -0.2 0.1 0.0 0.1261
H 4.803 -6.414 -0.288 0.0 -0.1 0.0 0.0704
H 5.434 -7.598 0.863 0.0 0.0 0.0 0.0889
H 4.744 -6.068 1.431 0.0 -0.1 0.1 0.0825
H 3.132 -5.666 -2.055 0.0 0.0 0.0 0.1023
H 1.749 -6.643 -2.583 0.0 0.2 0.0 0.0990
H 3.068 -7.411 -1.729 0.1 0.1 0.1 0.0770
O -4.091 5.540 -2.471 -0.2 0.2 -0.1 0.1215
C -3.961 4.535 -1.837 0.5 -0.1 0.4 -0.5101
O -5.062 3.828 -1.493 -0.4 0.0 -0.2 0.0015
C -5.005 2.540 -0.890 0.1 -0.1 0.2 -0.2413
C -4.839 2.635 0.614 0.2 0.1 0.1 -0.0648
C -2.604 4.083 -1.344 -0.4 -0.3 -0.4 0.0115
H -4.231 1.928 -1.358 0.1 0.0 0.0 0.1103
H -5.958 2.064 -1.121 0.0 0.1 -0.1 0.1244
H -3.902 3.126 0.881 0.0 -0.1 0.0 0.0650
H -4.849 1.643 1.067 -0.1 0.0 0.0 0.0579
H -5.644 3.227 1.050 -0.1 -0.1 0.0 0.0872
H -2.365 4.626 -0.430 0.0 0.0 0.1 0.0972
H -1.865 4.322 -2.106 -0.4 0.1 0.2 0.0578
H -2.530 3.014 -1.158 0.0 0.0 0.2 0.0719

(2)
64
Properties=species:S:1:pos:R:3:forces:R:3:lowdin_charge:R:1 method="wB97M-V/def2-TZVPD" spin_multiplicity=1 max_force_ha_per_bohr=0.00616 gap_ev=6.7 total_charge=+4 e_above_lowest_kcal_mol=0.0
Ti 0.662 -0.346 -3.680 0.1 -0.3 0.1 1.2652
C -0.834 -3.872 2.929 0.0 0.0 0.0 -0.0348
C -1.895 -3.075 2.193 0.0 0.0 0.0 -0.1366
N -1.297 -2.204 1.133 0.0 0.0 0.0 0.0259
C -1.324 -2.642 -0.112 0.0 0.0 0.0 0.0916
C -0.754 -1.945 -1.173 0.0 0.0 0.0 -0.0152
C -0.872 -2.542 -2.527 0.0 0.0 0.0 -0.4447
O -1.647 -3.380 -2.838 0.0 0.0 0.0 0.2180
O 0.029 -2.021 -3.438 0.1 0.3 0.0 -0.1403
C -0.169 -0.718 -0.919 0.1 0.1 0.0 -0.1701
O 0.354 0.010 -1.926 -0.1 0.0 0.1 -0.1104
C -0.138 -0.216 0.401 0.0 0.0 0.0 -0.0460
C 0.445 1.028 0.724 0.0 0.0 0.0 0.1060
C 0.465 1.456 2.011 0.0 0.0 0.0 -0.1668
F 1.093 2.599 2.282 0.0 0.0 0.0 0.1159
C -0.110 0.715 3.091 0.0 0.0 0.0 -0.1015
C -0.673 -0.513 2.763 0.0 0.0 0.0 0.0799
C -0.698 -0.990 1.448 0.0 0.0 0.0 -0.0802
N -0.109 1.175 4.393 0.0 0.0 0.0 -0.0598
C 0.249 0.283 5.496 0.0 0.0 0.0 -0.1045
C -0.557 0.584 6.748 0.0 0.0 0.0 -0.0687
N -0.377 2.028 7.125 0.0 0.0 0.0 0.0749
C -0.744 2.931 5.979 0.0 0.0 0.0 -0.0653
C 0.075 2.584 4.745 0.0 0.0 0.0 -0.1137
H -1.314 -4.486 3.690 0.0 0.0 0.0 0.1037
H -0.099 -3.233 3.418 0.0 0.0 0.0 0.0745
H -0.308 -4.542 2.249 0.0 0.0 0.0 0.0955
H -2.485 -2.435 2.846 0.0 0.0 0.0 0.1283
H -2.597 -3.730 1.683 0.0 0.0 0.0 0.1363
H -1.816 -3.590 -0.296 0.0 0.0 0.0 0.1742
H 0.915 1.637 -0.035 0.0 0.0 0.0 0.1475
H -1.136 -1.094 3.544 0.0 0.0 0.0 0.1143
H 1.321 0.386 5.713 0.0 0.0 0.0 0.1518
H 0.083 -0.757 5.228 0.0 0.0 0.0 0.1276
H -0.227 -0.031 7.583 0.0 0.0 0.0 0.1519
H -1.624 0.435 6.588 0.0 0.0 0.0 0.1483
H 0.593 2.198 7.407 0.0 0.0 0.0 0.1947
H -0.952 2.250 7.942 0.0 0.0 0.0 0.1984
H -0.561 3.959 6.285 0.0 0.0 0.0 0.1528
H -1.810 2.791 5.804 0.0 0.0 0.0 0.1496
H 1.133 2.817 4.915 0.0 0.0 0.0 0.1472
H -0.279 3.229 3.947 0.0 0.0 0.0 0.1417
C 4.444 2.491 -4.014 0.0 0.0 0.0 0.0836
O 4.346 1.173 -4.672 0.0 0.0 0.0 0.0919
C 3.313 0.451 -4.532 -0.1 -0.1 0.0 -0.4909
O 2.288 0.755 -3.833 0.0 -0.1 0.0 -0.0336
N 3.304 -0.723 -5.178 0.0 0.0 0.0 0.1000
N 2.150 -1.504 -4.997 0.0 0.0 0.0 0.0590
H 5.427 2.850 -4.294 0.0 0.0 0.0 0.1204
H 4.364 2.350 -2.941 0.0 0.0 0.0 0.1099
H 3.662 3.133 -4.405 0.0 0.0 0.0 0.1124
H 4.093 -1.054 -5.723 0.0 0.0 0.0 0.2057
H 2.389 -2.391 -4.548 0.0 0.0 0.0 0.1534
H 1.745 -1.734 -5.907 0.0 0.0 0.0 0.1565
C -2.024 2.128 -6.179 0.0 0.0 0.0 -0.1873
S -2.121 0.755 -5.054 0.0 -0.1 -0.1 1.0918
C -2.594 -0.572 -6.140 0.0 0.0 0.0 -0.1844
O -0.576 0.437 -4.771 -0.1 0.1 -0.1 -0.5801
H -3.053 2.333 -6.486 0.0 0.0 0.0 0.0984
H -1.405 1.866 -7.034 0.0 0.0 0.0 0.0889
H -1.632 2.983 -5.630 0.0 0.0 0.0 0.0832
H -3.629 -0.370 -6.430 0.0 0.0 0.0 0.0990
H -2.554 -1.503 -5.576 0.0 0.0 0.0 0.0760
H -1.946 -0.585 -7.015 0.0 0.0 0.0 0.0892

(3)
57
Properties=species:S:1:pos:R:3:forces:R:3:lowdin_charge:R:1 method="wB97M-V/def2-TZVPD" spin_multiplicity=5 max_force_ha_per_bohr=0.08926 s2=6.0656 gap_ev="6.3 / 4.2" total_charge=+1
O 3.543 -0.472 8.733 -2.3 0.8 0.4 0.1236
C 2.534 0.097 8.866 4.1 -2.1 -0.4 -0.1369
Fe 1.271 1.304 8.822 0.1 1.3 1.0 0.1115
C 2.349 2.702 8.460 2.9 1.4 0.0 -0.0948
O 3.158 3.508 8.289 -2.0 -1.4 0.2 0.1829
C 1.103 1.133 7.070 0.5 0.3 -3.4 -0.1667
O 1.411 1.193 5.950 -0.8 -0.4 1.6 0.1182
C -1.727 2.722 8.781 0.0 -0.1 -0.1 -0.0868
C -2.261 1.521 8.559 -0.2 -0.2 0.5 -0.0960
C -1.476 0.257 8.653 0.1 -0.7 0.4 -0.1965
C -0.201 0.152 9.536 -0.3 -0.8 0.1 -0.2111
C 0.146 1.050 10.603 -1.3 -0.6 0.5 -0.1346
C 0.246 2.405 10.317 0.4 -0.9 0.3 -0.1447
C -0.314 2.931 9.104 -1.8 2.5 0.8 -0.1463
H -2.396 3.583 8.788 0.4 0.1 -0.6 0.1140
H -3.287 1.374 8.194 0.3 0.4 0.5 0.1053
H -2.168 -0.578 8.919 0.5 0.5 -0.1 0.1099
H 0.155 -0.890 9.680 -0.8 0.6 0.2 0.1046
H 0.476 0.668 11.574 0.3 0.1 -0.5 0.1287
H 0.714 3.035 11.079 0.1 0.1 -0.6 0.1381
H 0.099 3.902 8.813 -0.4 -0.2 0.1 0.1122
C 0.983 -4.376 5.330 0.1 -0.8 -0.4 -0.0276
C 0.151 -3.115 5.506 0.7 1.2 -0.2 -0.5980
C 0.694 -2.462 6.794 -0.2 0.4 0.3 -0.0254
C 0.343 -2.102 4.370 0.1 0.1 -0.2 -0.0473
N -1.269 -3.493 5.600 1.0 -0.9 2.0 -0.2029
C -1.602 -4.372 6.727 0.4 0.1 0.2 -0.1726
C -3.101 -4.307 6.871 -0.2 0.2 0.4 -0.1779
N -3.551 -3.316 5.875 -0.3 -1.5 1.5 -0.2266
C -4.916 -2.809 6.058 -0.5 1.0 0.1 -0.6228
C -5.900 -3.974 6.125 -0.2 -0.5 -0.2 -0.0309
C -5.262 -1.836 4.935 -0.1 0.2 -0.2 -0.0582
C -5.080 -2.073 7.403 0.2 0.3 0.2 -0.0280
P -2.571 -3.480 4.508 -0.4 1.1 -2.3 1.0456
H -1.170 0.137 7.635 0.2 -0.9 -0.8 0.0649
H 0.604 -5.002 4.520 0.0 -0.1 0.0 0.0982
H 2.015 -4.112 5.089 -0.2 0.1 0.0 0.1056
H 1.004 -4.957 6.257 0.0 0.0 -0.2 0.0920
H 0.243 -1.485 6.980 -0.2 -0.1 0.0 0.0608
H 0.566 -3.088 7.685 0.2 0.2 -0.2 0.0835
H 1.769 -2.262 6.665 -0.3 -0.3 0.0 0.1112
H -0.079 -1.116 4.636 0.1 -0.5 -0.1 0.0901
H 1.422 -1.954 4.192 -0.5 -0.1 0.1 0.1052
H -0.107 -2.437 3.426 0.1 0.0 0.2 0.0703
H -1.292 -5.395 6.463 0.1 0.2 0.1 0.1408
H -1.067 -4.057 7.631 -0.3 -0.2 -0.3 0.1270
H -3.497 -5.320 6.667 -0.4 0.6 0.0 0.1408
H -3.424 -3.972 7.862 0.2 -0.3 -0.2 0.1239
H -5.804 -4.498 7.085 0.0 0.0 -0.3 0.0916
H -6.922 -3.583 6.063 0.3 -0.1 0.0 0.1038
H -5.747 -4.682 5.307 -0.1 0.0 0.0 0.0977
H -4.691 -0.901 5.021 -0.1 -0.2 0.0 0.0937
H -5.072 -2.250 3.940 -0.1 -0.1 0.1 0.0684
H -6.333 -1.593 4.999 0.4 0.0 0.0 0.1004
H -4.447 -1.182 7.498 -0.1 -0.2 -0.2 0.0813
H -6.130 -1.746 7.466 0.4 -0.1 0.1 0.1083
H -4.866 -2.718 8.263 -0.2 0.1 -0.2 0.0786